Record 1
Molecular formula: C22H24I2N4PRhS2
Method: DFT, wB97M-V/def2-TZVPD

```
56
Properties=species:S:1:pos:R:3:forces:R:3
C 8.6408 12.1201 6.8474 -2.26 -0.42 -0.80
Rh 10.8761 10.5683 10.6524 -1.01 -0.15 0.58
C 13.2748 7.4637 13.5090 -0.89 -0.55 -0.72
C 12.2692 8.4133 8.7639 0.88 -0.87 -1.73
H 13.9240 6.8953 12.8452 0.08 0.19 0.24
H 13.7884 8.2268 14.0868 0.31 0.14 -0.26
H 4.9881 10.7095 12.3392 0.28 -0.05 -0.01
H 11.9929 8.2860 15.1767 0.26 -0.16 1.04
C 8.0025 9.2414 8.5985 1.91 1.29 0.81
I 9.5372 13.0374 12.4891 0.18 0.24 -0.08
N 11.3409 12.3950 9.3731 -3.02 -0.14 -0.33
P 8.7779 10.7826 9.3766 0.22 -1.02 -1.58
H 7.5292 13.6175 9.2593 0.93 0.35 -0.42
H 8.5593 13.2625 4.9644 -0.69 -0.24 -0.34
H 9.7895 8.1643 8.9383 1.27 0.02 0.34
C 8.8739 8.1518 8.4354 -2.29 0.49 0.24
C 10.4279 13.4400 5.9680 -1.99 -0.37 -2.05
H 9.0166 6.0956 7.9504 -0.87 0.50 -0.37
C 8.3537 6.9865 7.8973 1.72 -0.39 0.50
H 12.7737 6.7859 14.2027 0.48 -0.36 0.02
N 12.1645 8.0394 12.7228 0.53 0.49 4.04
C 5.9920 13.4843 10.6840 2.11 -0.15 -0.78
H 10.9969 13.1655 9.9885 0.79 -0.53 -0.81
C 10.6117 12.4370 8.0820 -0.65 -0.78 2.65
H 10.9589 13.9972 5.2090 -0.50 0.13 -0.31
C 6.2996 8.1367 7.4442 -0.38 -2.40 -0.68
C 7.1758 13.0010 10.0475 -2.56 -0.05 0.34
H 5.9655 9.9954 8.3979 0.74 -0.29 -0.37
C 11.4602 13.0944 13.3460 0.23 -1.63 -0.64
H 11.8646 14.0553 13.2820 0.40 1.42 0.06
S 9.7904 9.4706 12.5548 2.14 -0.82 0.41
C 9.0935 12.9551 5.8326 2.01 0.35 1.04
I 12.9725 11.8895 12.2835 -0.25 0.25 0.48
C 11.2317 8.6824 13.3770 -2.35 0.62 -0.36
C 6.7017 9.2040 8.1521 -0.60 2.20 0.76
C 5.6270 11.3520 11.7455 0.83 1.85 -0.85
H 11.4789 12.6822 14.3331 -0.18 -0.03 0.45
H 12.2475 12.4914 9.0698 2.97 0.73 0.20
C 11.1491 13.1112 7.0401 1.72 0.33 0.55
C 6.7671 10.9062 11.0688 -2.83 -1.90 1.91
C 5.2753 12.7108 11.5385 -0.97 -2.21 0.90
H 4.3323 12.9892 11.9844 0.03 0.64 -0.03
H 10.4593 9.1881 15.1277 0.23 -0.14 0.48
C 9.3573 11.8675 8.0119 -0.06 -0.18 -0.06
N 11.8790 8.9720 9.6976 -0.50 0.93 1.36
H 7.6267 11.6430 6.7598 1.05 0.57 -0.04
H 12.1783 13.3991 7.0306 0.57 0.35 0.43
S 12.7734 7.6656 7.4234 -0.02 -0.04 0.09
H 6.8637 9.8374 11.1524 0.80 -0.38 -0.12
H 5.3565 8.0375 6.9794 -1.08 0.37 -0.17
C 7.4713 11.6556 10.1907 0.90 1.04 -0.48
N 11.2277 8.6959 14.7016 -0.54 0.60 -1.22
C 7.0854 6.9989 7.3798 -0.02 -2.51 -1.40
H 6.7637 6.0057 6.8872 0.06 2.00 0.77
H 5.6955 14.4640 10.4143 -0.40 0.86 0.04
H 12.0763 8.0930 11.7850 0.27 -0.18 -3.68
```
Forces are in eV/Å.

- Highest occupied orbital energy (spin up / spin down): -12.807 / -14.125 eV
- <S²>: 6.0330
- Total charge: +2
- Multiplicity: 5
- Calculated total energy: -2914.8115 a.u.
- LUMO level (spin up / spin down): -5.73 / -9.46 eV
- Frontier orbital gap (spin up / spin down): 7.08 / 4.67 eV

Here are the Löwdin charges for atoms 1 to 2, given in e: number 1, C, carries -0.07; number 2, Rh, carries 0.43

Record 2
Molecular formula: C22H24IN11Os
Method: DFT, wB97M-V/def2-TZVPD

```
59
Properties=species:S:1:pos:R:3:forces:R:3
C 0.0913 2.0836 -2.1613 -0.04 -0.12 -0.28
C -1.3781 4.9644 0.4750 0.05 -0.40 -0.07
H 3.5385 -0.8892 4.0140 0.00 -0.01 -0.01
C 4.4510 -1.3676 2.0796 0.08 -0.15 0.04
H 0.5085 1.3704 -2.8596 -0.02 -0.02 0.02
H -2.4763 -2.9481 -1.7158 -0.02 -0.01 -0.04
C -3.2483 -2.4808 -1.1300 -0.14 0.13 -0.01
C 0.3861 -4.0568 -2.1231 -0.03 0.09 -0.14
H 4.1250 -2.5361 3.8594 0.01 0.00 0.01
C -5.1745 -1.2700 0.4460 -0.02 -0.07 -0.01
H 3.5167 -2.7919 0.7144 0.01 0.01 0.01
N 0.0533 -2.7597 -2.1826 -0.29 -0.13 -0.03
H 0.7945 -4.5688 -2.9837 0.04 0.03 0.03
H 1.3226 -0.3159 2.5630 0.00 0.04 -0.02
C -0.3783 6.6502 -0.9392 -0.11 0.06 0.19
H 4.6569 0.1819 0.5712 -0.08 0.02 -0.07
N -2.3468 0.9267 0.4481 -1.13 -0.82 0.46
C 0.1112 -4.5221 -0.8414 -0.06 0.18 -0.07
N -2.9329 -1.3324 -0.4566 -0.51 0.01 0.91
N -1.9692 2.1719 0.7129 1.30 0.42 -0.65
H 0.9151 3.6058 -3.1608 -0.01 0.02 -0.01
N 1.1557 -0.1722 -0.6316 0.34 -0.20 0.59
N 2.6285 -0.1387 0.8562 0.35 0.33 -0.08
C 4.5163 -2.5130 1.0726 -0.06 0.05 0.01
H 4.9420 -3.3992 1.5401 0.00 0.00 0.00
N 2.4230 -0.0796 -0.4666 -0.14 -0.15 0.18
Os -1.1548 -0.4698 -0.4951 0.83 2.04 -3.15
H 5.1359 -2.2626 0.2105 0.00 -0.01 0.01
C 0.1331 5.7026 -1.8019 0.01 -0.10 -0.08
C 1.4631 -0.2489 1.4946 -0.08 -0.05 0.00
H 5.4698 -1.1466 2.4107 0.03 0.02 -0.01
C -3.5299 0.5442 0.8163 0.42 0.31 0.03
H -5.9074 -0.7831 1.0775 -0.02 0.02 -0.04
C -0.8791 3.9719 -0.3968 0.25 0.41 -0.33
H -6.4730 -2.8721 -0.1872 0.01 -0.01 0.02
H -4.1788 1.2167 1.3644 -0.04 0.03 -0.05
C 3.6353 -1.7275 3.3196 -0.03 0.03 -0.06
N -0.6296 1.6587 -1.1237 -0.53 -1.06 0.40
C -5.4834 -2.4359 -0.2604 -0.03 0.03 0.05
C -0.3811 -3.4144 -0.1670 0.22 0.15 -0.03
C 4.0244 -0.0592 1.4230 -0.05 -0.08 0.01
N -0.4126 -2.3309 -0.9826 0.20 -0.47 0.44
H 0.7024 5.9921 -2.6770 -0.01 0.02 0.01
H -4.7206 -3.9244 -1.6245 0.00 0.00 0.02
H -0.7104 -3.3483 0.8601 0.00 0.02 -0.02
H -1.9452 4.6774 1.3492 -0.03 -0.02 -0.02
C -1.1140 6.2802 0.2054 0.14 0.26 -0.18
C -4.5118 -3.0243 -1.0606 0.03 -0.02 -0.14
C -3.9189 -0.7313 0.3148 0.00 -0.52 -0.13
H 4.0344 0.7776 2.1204 -0.12 0.01 0.01
C -0.1245 4.3690 -1.5245 -0.07 0.05 0.23
N 0.5452 -0.2603 0.5444 0.27 -0.13 0.77
H -1.4732 7.0511 0.8740 -0.02 0.00 -0.02
H 2.6384 -2.1070 3.0627 0.01 0.00 -0.01
I 0.3932 -6.4096 -0.1214 0.04 -0.29 0.11
H -0.2144 7.7003 -1.1471 0.03 -0.01 0.02
H 0.1588 -2.1347 -2.9681 0.02 -0.01 -0.02
N 0.3395 3.3520 -2.3610 0.01 -0.11 -0.06
C -1.1422 2.5841 -0.2489 -1.00 0.20 1.26
```
Forces are in eV/Å.

- Highest occupied orbital energy (spin up / spin down): -18.944 / -18.944 eV
- Total charge: +4
- Calculated total energy: -1841.8031 a.u.
- LUMO level (spin up / spin down): -15.07 / -15.07 eV
- Frontier orbital gap (spin up / spin down): 3.88 / 3.87 eV

Here are the Löwdin charges for atoms 1 to 2, given in e: number 1, C, carries -0.08; number 2, C, carries 0.04

Record 3
Molecular formula: C22H24MnN6OS2Sb
Method: DFT, wB97M-V/def2-TZVPD

```
57
Properties=species:S:1:pos:R:3:forces:R:3
C -1.1817 4.3610 -1.7146 0.08 -0.09 0.00
C -0.5183 4.6366 -2.9055 0.03 0.01 -0.07
C 1.0378 0.9619 2.6600 -0.09 -0.03 0.03
C -1.1719 -1.6999 -2.5752 -0.04 -0.05 0.07
H -0.5379 -2.1399 2.0820 -0.02 0.10 -0.09
C -0.7984 2.1785 1.9693 -0.51 0.34 -0.22
H 2.4469 -4.7918 -0.6337 -0.05 -0.02 0.04
H -0.2042 -1.2132 -2.6034 0.04 -0.05 0.00
H 0.9283 0.3289 -3.0977 0.05 -0.02 -0.02
C 1.2777 -4.7013 2.3726 -0.07 -0.02 0.19
C -1.0425 3.1101 -1.1465 -0.42 0.00 0.50
H 1.7164 1.3065 4.6538 0.02 0.02 -0.01
H -1.0178 -2.7694 -2.4458 0.05 0.00 0.04
H 2.0400 -0.5400 1.4879 0.08 -0.02 -0.05
C -2.6701 0.6145 -0.1139 0.01 0.58 0.25
C 0.9851 1.2697 -3.6400 0.09 0.04 0.22
C 1.0237 -2.9826 0.9820 -0.29 0.07 0.20
Mn 0.2559 0.4526 -0.5252 -0.46 0.29 0.20
H -5.3145 -1.4445 -0.5518 0.00 0.01 -0.01
S 3.3916 1.4874 -0.6259 -1.10 -0.20 -0.38
H -1.6473 -1.5546 -3.5481 0.00 0.03 0.02
C -2.0843 -1.1406 -1.5268 0.02 0.02 -0.05
C -3.3690 -1.6643 -1.4280 -0.09 0.08 0.08
H 2.0283 -0.8430 3.2352 -0.02 0.04 0.03
H -0.0083 3.0346 5.1368 0.02 0.00 -0.01
H -1.8044 5.1068 -1.2394 -0.01 0.02 -0.03
C -3.9711 0.1595 -0.0288 0.08 -0.05 0.05
C 2.1010 -0.0771 2.4611 -0.02 0.18 -0.06
H -0.3234 -4.0644 3.7445 -0.02 0.04 -0.02
N -1.7151 -0.0699 -0.7828 -0.21 -0.48 -0.28
S 1.2651 -1.9788 -0.3724 -0.15 0.56 -0.54
H 1.7024 -5.6147 2.7502 0.02 0.01 -0.05
C 0.0339 2.5435 4.1735 0.05 -0.04 0.06
H 3.6116 -3.8609 0.3133 -0.03 0.01 0.06
H 3.1928 -5.5153 0.8043 -0.02 0.00 0.03
C 0.1972 3.6285 -3.5159 -0.07 0.01 0.09
H 3.0834 0.3883 2.5621 0.01 -0.03 -0.01
N 1.7324 -4.0996 1.2136 -0.11 0.10 0.07
C 0.2990 2.3799 -2.9086 -0.07 -0.01 -0.04
H -4.7108 0.7389 0.5071 -0.02 -0.01 -0.01
N 0.1369 -2.8779 1.9899 0.05 -0.10 0.03
C -0.8871 2.8409 3.1797 0.05 -0.04 -0.10
O 3.8837 1.9347 -1.9083 0.03 -0.05 0.14
C 2.8104 -4.5957 0.3736 0.20 -0.01 -0.26
N 1.9706 1.0011 -0.5627 1.66 0.33 0.13
Sb -2.3578 2.6787 0.5493 0.64 -0.42 -0.11
N 0.1440 1.2628 1.6900 0.16 -0.56 -0.05
C -4.3144 -1.0408 -0.6404 0.06 -0.07 -0.07
H -0.5978 5.6126 -3.3662 0.01 0.00 0.00
H 0.6736 3.7783 -4.4749 0.01 0.03 0.00
C 0.9904 1.5906 3.9040 -0.06 0.07 0.01
H -3.6182 -2.5407 -2.0108 0.00 0.00 0.00
N -0.2763 2.1596 -1.7091 0.28 -0.53 -0.09
H 2.0373 1.5036 -3.7820 0.12 0.01 -0.01
H -1.6657 3.5737 3.3443 0.00 0.00 0.02
H 0.5283 1.1359 -4.6214 -0.02 0.00 0.03
C 0.2825 -3.9395 2.8655 0.07 -0.10 0.00
```
Forces are in eV/Å.

- Highest occupied orbital energy (spin up / spin down): -13.879 / -13.888 eV
- <S²>: 6.0912
- Total charge: +2
- Multiplicity: 5
- Calculated total energy: -3443.6470 a.u.
- LUMO level (spin up / spin down): -7.57 / -6.68 eV
- Frontier orbital gap (spin up / spin down): 6.31 / 7.21 eV

Here are the Löwdin charges for atoms 1 to 2, given in e: number 1, C, carries -0.10; number 2, C, carries -0.01

Record 4
Molecular formula: C22H24N2O2
Method: DFT, wB97M-V/def2-TZVPD

```
50
Properties=species:S:1:pos:R:3:forces:R:3
H 3.7585 -1.7829 -5.4096 -1.64 -0.11 -0.07
O 0.2931 2.7511 1.7997 -5.71 -1.52 -0.22
C -0.2702 0.2131 4.6053 -0.14 4.89 -6.90
C 0.8959 -2.4266 -0.5187 0.37 -5.61 -3.97
H -1.9446 4.4190 -0.9127 0.36 -1.70 -0.30
H -3.2585 0.4706 1.9534 -0.07 -0.46 -0.03
H -1.4812 2.2031 -3.3625 -0.86 2.96 2.36
C 2.7504 -1.9984 -4.9584 1.61 -1.38 4.61
C -1.3032 -0.7309 2.5094 -4.50 14.87 -8.78
O 2.1119 -0.2752 3.3984 -6.24 0.28 -4.41
C 2.7335 -1.8683 -3.4331 5.81 4.44 -6.16
H -0.1870 -3.8577 -5.2940 -1.22 -0.81 0.04
C -0.7870 2.3643 -0.4944 1.98 5.83 -6.08
C 1.0272 -0.9815 1.2326 5.10 10.60 1.36
H -2.3771 1.5949 0.4390 0.65 0.54 0.33
C -1.6160 1.9944 2.8362 -8.99 -4.80 10.17
H 0.1646 2.9621 -0.3794 -0.92 -1.44 0.77
H -1.5538 -1.5434 2.6484 -5.62 -14.35 2.16
H -1.3937 2.0618 5.1270 -2.04 1.23 2.15
C 0.5752 -3.4767 -4.6914 8.05 6.19 0.51
H -1.1696 -0.5710 1.2784 -0.19 -0.71 3.25
H 0.6636 0.4911 5.0029 1.05 -0.79 0.25
C 1.8154 -2.8577 -5.4041 -2.36 -3.55 -3.82
C 0.8688 -0.3849 2.5967 13.23 -2.66 1.27
C 0.9064 -2.1480 0.7826 -4.42 -6.80 3.08
C 1.7789 -0.0153 0.3180 -4.71 -6.49 4.75
H -0.6477 1.5716 -1.1554 0.47 -1.64 -0.86
H 1.8630 0.8972 0.5911 1.25 6.02 1.81
H 0.4072 -2.8772 1.5237 0.93 0.59 -1.33
C -1.6167 3.4172 -1.3559 0.03 -0.25 -2.19
C -1.0591 2.2873 1.6992 15.30 4.39 2.80
H -3.0206 0.3252 3.7119 -0.41 -0.02 0.68
H 1.9477 -3.2746 -6.4521 -0.15 0.91 0.95
N -1.4752 2.0742 0.5962 -6.45 -3.23 -4.37
C -2.5423 0.4300 2.7680 3.74 0.93 -1.26
H 0.2269 2.5488 4.1332 -3.59 -2.45 0.50
C -1.0184 1.6797 4.2685 8.17 1.16 -4.12
H -2.4835 2.7576 2.9676 1.21 -1.11 0.13
C 0.7582 -2.8161 -3.4741 -10.95 -6.16 0.77
N -0.2132 -0.4995 3.1433 1.42 4.41 8.80
H -2.5248 3.7781 -3.2264 -1.16 1.84 -1.30
C -1.8390 3.2296 -2.6998 2.04 -4.25 1.81
C 1.7443 -0.4781 -0.8619 5.95 5.41 -10.06
H -0.9253 -0.3486 5.0251 -3.69 -3.67 3.70
C 1.6653 -2.1569 -2.7648 0.67 1.40 0.48
H 2.3654 0.2557 -1.7792 -1.78 -1.37 2.64
H 3.5911 -1.1402 -3.1510 -1.56 -1.63 0.46
C 1.4800 -1.6290 -1.4730 -3.16 -3.44 3.64
H 0.6123 -3.5242 -0.8484 0.47 2.23 0.82
H -0.2973 -3.1145 -2.8555 2.66 1.29 -0.82
```
Forces are in eV/Å.

- Highest occupied orbital energy: -8.191 eV
- Calculated total energy: -1111.9846 a.u.
- LUMO level: 0.19 eV
- Frontier orbital gap: 8.39 eV

Here are the Löwdin charges for atoms 1 to 2, given in e: number 1, H, carries 0.11; number 2, O, carries -0.11

Record 5
Molecular formula: C22H24N4O2
Method: DFT, wB97M-V/def2-TZVPD

```
52
Properties=species:S:1:pos:R:3:forces:R:3
C -1.3383 -2.9162 -0.2815 -3.25 -6.12 8.89
C 0.9767 1.4224 -3.6720 3.28 10.93 3.48
H 0.6689 2.4311 -4.1320 1.16 -1.81 -0.29
H 3.3796 2.7925 -1.5434 0.09 -1.33 0.25
H 1.4440 4.3037 2.5240 0.63 0.14 -1.25
C -1.3360 0.0232 0.1303 -2.64 0.44 4.57
C 0.3677 0.3664 -3.8279 -3.45 -8.11 -1.68
C -1.7809 -4.3525 -0.4720 0.97 4.22 4.78
H 3.3174 3.5750 0.4068 14.35 -5.78 0.13
H -3.1360 -6.6479 1.3858 0.43 -0.82 -0.32
C 0.5359 -0.6179 1.9148 -3.21 -3.14 1.16
N 0.1687 2.9740 1.4129 3.81 5.37 0.27
C 2.3151 2.8222 -1.7499 2.01 0.45 -8.06
N -0.7356 -0.9547 1.0887 0.10 2.66 -2.13
O 1.0310 -1.5684 2.5777 -0.78 3.49 -2.40
C -1.6318 -4.2847 2.1104 -2.58 -3.78 -5.74
H -2.1141 -4.8435 2.8317 0.00 -0.79 2.47
C -2.0248 -5.0823 0.7694 4.13 7.30 0.10
H -1.4666 1.9161 0.0778 -2.90 5.12 -4.92
C -2.3250 -6.4554 0.6589 -6.97 1.76 -1.42
C 1.6668 0.5175 -1.5184 3.00 -2.86 1.57
C -0.5816 4.0519 0.3884 12.67 1.47 5.13
H 1.5877 0.9667 2.7815 -2.99 0.18 -2.29
C 0.4655 -0.7559 -2.9890 -2.99 -3.28 -5.74
C 1.7226 3.5182 1.7734 -6.20 4.99 -4.72
H -1.1298 -2.4102 -1.0400 1.68 4.44 -6.46
H -0.1433 3.3281 -1.4432 -0.63 -1.30 -1.46
C 1.6159 1.5659 -2.4167 2.12 0.90 3.18
H -1.9261 -4.6587 -1.4804 -0.13 -0.71 -0.47
H 2.4809 3.6879 -2.6299 -1.03 -1.42 1.49
C 0.4990 3.8853 -0.8210 -7.15 2.69 -1.43
H -0.2436 5.0290 1.1964 -1.68 -2.44 -2.98
H 2.0729 2.8534 2.3396 3.30 -5.78 3.80
C -1.3025 -2.2253 1.0800 2.29 -1.64 -8.26
H -1.5643 -7.0471 0.6853 4.62 -3.84 0.66
O -2.3719 -0.0920 -0.5373 3.19 -0.55 0.51
C 0.5925 0.7988 2.0238 9.47 -5.74 6.45
H 0.0652 -1.7374 -3.4686 0.51 1.71 1.08
H -2.7530 -6.4944 -0.4009 0.21 -0.73 1.45
H 1.4523 -1.5847 -1.4318 0.98 -4.24 2.77
C 0.0807 1.6712 1.2741 -4.64 4.04 -2.00
H -1.3529 -2.4829 2.9970 0.37 2.41 5.31
N 1.6457 3.2045 -0.6869 2.32 3.01 7.56
H 2.4330 5.0323 0.4739 0.53 -1.05 -1.22
H 0.0494 0.1890 -4.7899 -1.92 -0.50 -1.91
H 2.4331 0.3796 -0.4744 -2.52 1.31 -3.18
C -1.3434 -2.9684 2.1609 -1.19 -3.29 -1.39
H -1.4877 3.7624 0.5298 -6.10 -1.15 -0.53
C 2.5251 3.9090 0.3877 -17.67 5.23 1.83
C 1.2112 -0.7944 -1.9489 1.13 6.19 2.04
N -1.0941 1.3748 0.6828 1.93 -8.24 0.82
H 0.3955 4.8465 -1.3907 1.33 -0.03 0.46
```
Forces are in eV/Å.

- Highest occupied orbital energy: -7.526 eV
- Calculated total energy: -1221.6504 a.u.
- LUMO level: 0.52 eV
- SMILES: Cc1ccc(-n2c(=O)cc(N3CCN(Cc4ccccc4)CC3)[nH]c2=O)cc1
- Frontier orbital gap: 8.05 eV

Here are the Löwdin charges for atoms 1 to 2, given in e: number 1, C, carries 0.09; number 2, C, carries -0.09

Question: Which value of calculated total energy does entry 2 give?
Answer: -1841.8031 a.u.